[1]
Molecular formula: C71H59IMoN3P3
Method: DFT, ωB97M-V/def2-TZVPD

Values from the calculation:
HOMO energy (spin up / spin down) = -11.617 / -11.629 eV
net charge = +2
electronic energy = -116867.3023 eV
spin multiplicity = 1

```
138
Properties=species:S:1:pos:R:3:forces:R:3
Mo -0.013 -0.555 -0.388 0.43 -1.51 -0.66
C 2.553 -2.769 2.345 -0.12 -0.07 0.03
C 3.657 -1.946 2.497 0.02 0.09 0.05
C 3.665 -0.707 1.881 0.15 0.02 0.14
C 2.574 -0.332 1.122 -0.14 0.38 -0.16
N 1.503 -1.126 0.980 0.33 -0.02 0.52
C 1.491 -2.321 1.585 0.08 0.06 0.04
C 2.490 0.929 0.344 0.15 -0.31 0.14
C 3.475 1.889 0.326 0.17 -0.29 -0.21
C 3.344 2.979 -0.523 0.12 -0.21 -0.33
C 2.230 3.074 -1.335 0.05 0.02 -0.05
C 1.268 2.087 -1.249 -0.01 -0.06 0.13
N 1.383 1.038 -0.420 -0.13 0.66 -0.36
H 2.507 -3.743 2.813 -0.01 0.03 -0.02
H 4.503 -2.267 3.092 -0.01 0.02 -0.02
H 4.511 -0.041 1.983 -0.02 -0.05 0.02
H 0.599 -2.916 1.444 -0.04 -0.01 0.00
H 4.333 1.796 0.976 -0.03 0.03 -0.05
H 4.109 3.745 -0.548 -0.02 -0.11 -0.05
H 2.093 3.902 -2.017 -0.01 -0.03 0.00
H 0.373 2.116 -1.856 -0.02 -0.03 -0.02
C -5.313 -1.257 -2.968 0.05 -0.09 0.01
C -4.091 -2.019 -3.426 -0.03 0.08 -0.01
C -4.232 -2.801 -4.573 -0.03 -0.03 -0.02
C -3.182 -3.526 -5.111 -0.02 0.00 -0.01
C -1.938 -3.491 -4.502 0.01 0.02 0.04
C -1.770 -2.718 -3.366 -0.05 -0.04 0.04
C -2.823 -1.985 -2.816 0.10 0.12 -0.09
P -2.434 -1.024 -1.317 -0.45 0.33 -0.21
C -3.364 0.539 -1.438 -0.11 -0.11 0.11
C -4.263 0.864 -0.423 0.00 0.00 0.06
C -5.016 2.022 -0.490 0.01 0.04 0.00
C -4.869 2.867 -1.582 0.01 -0.01 -0.03
C -3.957 2.558 -2.578 0.00 0.00 -0.02
C -3.185 1.398 -2.526 0.02 0.10 -0.02
C -2.213 1.119 -3.645 -0.08 0.05 -0.02
C -3.130 -1.960 0.072 0.20 -0.13 -0.06
C -4.185 -2.861 -0.008 -0.04 0.01 -0.03
C -4.544 -3.607 1.106 -0.04 0.03 0.01
C -3.842 -3.458 2.293 0.04 0.01 0.01
C -2.779 -2.566 2.373 -0.08 -0.02 0.06
C -2.413 -1.814 1.264 0.16 0.09 0.07
C -1.245 -0.883 1.302 -0.40 -0.01 -0.36
H -6.207 -1.855 -3.144 0.03 0.01 -0.03
H -5.423 -0.330 -3.537 0.02 0.01 0.03
H -5.293 -0.988 -1.917 -0.02 -0.05 0.02
H -5.204 -2.836 -5.052 0.03 -0.01 0.01
H -3.340 -4.121 -6.002 0.00 0.02 0.02
H -1.106 -4.055 -4.906 -0.01 0.01 0.03
H -0.806 -2.678 -2.884 0.05 -0.03 0.00
H -4.386 0.193 0.420 -0.03 0.03 -0.02
H -5.719 2.260 0.299 0.02 -0.01 -0.01
H -5.464 3.769 -1.657 0.01 -0.02 -0.01
H -3.842 3.224 -3.426 0.01 -0.01 0.04
H -1.751 2.049 -3.984 -0.03 -0.03 0.00
H -2.715 0.668 -4.505 0.01 -0.01 0.03
H -1.424 0.429 -3.347 0.06 -0.04 0.05
H -4.715 -3.011 -0.939 0.02 0.03 -0.03
H -5.366 -4.309 1.041 0.04 0.01 0.00
H -4.115 -4.048 3.159 0.00 0.03 -0.02
H -2.233 -2.447 3.302 -0.01 -0.01 0.00
H -0.761 -0.885 2.275 0.13 0.03 0.05
H -1.578 0.173 1.097 -0.03 0.05 0.22
I -1.458 3.229 0.309 -0.02 0.07 0.06
C -2.410 4.282 1.871 -0.08 0.00 -0.26
C -3.512 4.949 1.408 -0.08 0.07 0.11
C -4.192 5.884 2.213 0.08 -0.08 -0.05
C -3.698 6.163 3.447 0.04 -0.02 -0.01
C -2.559 5.481 3.949 -0.07 0.04 0.03
C -2.084 5.847 5.229 0.06 -0.03 0.06
C -1.000 5.230 5.775 0.00 -0.03 -0.06
C -0.398 4.177 5.067 0.06 0.07 0.01
C -0.825 3.760 3.827 0.27 -0.14 0.00
P -0.011 2.198 3.211 -0.17 0.10 0.06
C -0.195 1.123 4.684 0.03 -0.02 -0.01
C -1.311 1.242 5.514 -0.01 -0.03 0.07
C -1.548 0.320 6.524 0.01 0.01 0.00
C -0.675 -0.739 6.731 -0.03 0.01 -0.01
C 0.428 -0.882 5.902 0.03 0.05 -0.08
C 0.654 0.029 4.878 -0.06 -0.03 -0.04
C 1.742 2.763 3.170 -0.14 0.14 -0.01
C 2.026 3.682 2.154 -0.04 0.24 0.27
C 3.300 4.206 2.002 -0.07 0.25 0.52
C 4.325 3.808 2.855 -0.04 0.15 -0.07
C 4.056 2.895 3.863 -0.06 -0.12 0.00
C 2.773 2.377 4.023 0.10 0.02 0.00
C -1.901 4.460 3.193 -0.08 0.03 -0.04
H -3.850 4.781 0.394 0.01 0.01 0.02
H -5.061 6.399 1.825 0.01 -0.02 0.01
H -4.160 6.917 4.072 0.02 -0.03 -0.01
H -2.601 6.638 5.760 0.01 -0.02 -0.01
H -0.624 5.515 6.748 0.00 -0.01 -0.03
H 0.421 3.650 5.543 0.04 -0.02 -0.01
H -1.998 2.070 5.384 0.01 -0.06 0.01
H -2.415 0.439 7.163 0.01 0.00 -0.02
H -0.855 -1.445 7.531 0.01 0.02 -0.02
H 1.118 -1.701 6.056 0.00 -0.01 -0.01
H 1.510 -0.111 4.227 0.03 -0.05 -0.05
H 1.231 4.008 1.488 0.08 -0.04 0.05
H 3.493 4.935 1.225 -0.03 0.06 0.12
H 5.318 4.224 2.747 0.00 0.01 0.01
H 4.841 2.600 4.549 -0.01 0.00 0.00
H 2.584 1.696 4.842 -0.03 0.00 0.01
N 0.820 -1.530 -1.697 -0.36 0.44 0.47
P 2.035 -2.149 -2.533 0.16 -0.18 -0.05
C 3.582 -2.122 -1.590 0.08 0.07 -0.02
C 4.066 -3.244 -0.919 0.01 0.02 -0.01
C 5.284 -3.185 -0.254 -0.01 0.01 -0.03
C 6.027 -2.013 -0.259 -0.01 -0.01 -0.03
C 5.547 -0.887 -0.918 0.01 -0.04 -0.02
C 4.330 -0.939 -1.579 -0.02 -0.02 -0.01
C 2.385 -1.190 -4.011 0.09 0.10 0.06
C 3.534 -1.457 -4.762 -0.05 0.02 0.03
C 3.842 -0.665 -5.855 -0.02 -0.01 -0.01
C 3.015 0.401 -6.198 0.01 -0.01 0.00
C 1.875 0.666 -5.456 -0.04 -0.02 0.02
C 1.559 -0.128 -4.360 -0.01 -0.04 -0.11
C 1.694 -3.847 -2.997 -0.15 -0.06 0.02
C 1.888 -4.316 -4.294 0.04 -0.07 0.04
C 1.612 -5.644 -4.597 0.00 0.03 0.00
C 1.131 -6.496 -3.615 -0.02 -0.01 0.00
C 0.911 -6.027 -2.324 0.01 0.00 0.00
C 1.188 -4.707 -2.016 -0.02 0.03 -0.05
H 3.513 -4.174 -0.934 0.00 -0.01 -0.03
H 5.664 -4.066 0.249 -0.01 0.02 -0.02
H 6.990 -1.982 0.234 -0.02 0.01 0.00
H 6.133 0.024 -0.936 -0.02 -0.01 0.00
H 3.970 -0.064 -2.110 0.01 -0.02 -0.03
H 4.191 -2.275 -4.489 0.01 0.03 0.01
H 4.728 -0.875 -6.442 -0.02 0.01 0.03
H 3.266 1.024 -7.047 -0.02 -0.03 0.01
H 1.226 1.488 -5.733 0.02 -0.02 0.01
H 0.667 0.060 -3.781 -0.06 0.05 0.06
H 2.246 -3.653 -5.071 -0.01 -0.02 0.00
H 1.769 -6.009 -5.604 -0.01 0.02 0.03
H 0.912 -7.528 -3.858 0.01 0.02 0.01
H 0.518 -6.691 -1.564 0.01 0.03 -0.03
H 0.991 -4.330 -1.018 0.00 0.00 0.00
```
Forces are in eV/Å.

[2]
Molecular formula: C4H7F3
Method: DFT, ωB97M-V/def2-TZVPD

Values from the calculation:
HOMO energy = -11.081 eV
electronic energy = -12411.0668 eV
spin multiplicity = 1
SMILES string = FCC[C@@H](F)CF

```
14
Properties=species:S:1:pos:R:3:forces:R:3
F 0.695 -1.727 -0.765 -0.66 -0.29 -2.17
C -0.514 -1.126 -1.085 -2.68 2.91 3.85
C -0.475 0.491 -0.854 1.23 -1.47 0.64
C -0.191 0.885 0.552 1.62 -2.10 1.32
F -1.167 0.796 1.540 -0.39 -0.60 -0.52
C 1.071 0.155 1.044 0.73 -2.48 -0.70
F 0.499 -1.052 1.617 0.81 1.28 0.68
H -1.211 -1.447 -0.232 0.84 0.16 -1.25
H -1.084 -1.278 -1.976 0.95 -1.08 -1.21
H 0.454 0.967 -1.256 -0.99 -0.53 -0.74
H -1.321 1.159 -0.962 -0.81 -0.78 -1.68
H -0.074 1.888 0.454 1.00 3.21 0.16
H 1.672 0.778 1.818 -0.83 -1.54 -1.27
H 1.645 -0.489 0.105 -0.80 3.30 2.91
```
Forces are in eV/Å.

[3]
Molecular formula: C7H11N4O3
Method: DFT, ωB97M-V/def2-TZVPD

Values from the calculation:
HOMO energy (spin up / spin down) = -12.941 / -12.940 eV
net charge = +1
electronic energy = -19525.2053 eV
spin multiplicity = 1

```
25
Properties=species:S:1:pos:R:3:forces:R:3
C -1.525 0.655 1.883 1.69 -0.87 2.83
C -1.427 1.086 0.679 -0.83 -0.23 -0.38
C 0.744 -0.282 -0.270 0.69 -0.45 0.70
C -0.699 -1.832 -1.826 2.02 -1.91 1.66
C -0.817 -3.252 -1.459 3.61 -1.63 -0.05
C 1.766 1.798 -0.244 -1.37 -0.84 -0.39
C 2.181 0.167 1.533 3.26 -2.41 1.97
N -1.078 0.320 2.996 -0.66 0.95 -2.70
N 0.304 -1.102 -0.960 -0.99 -0.24 -0.97
N -2.113 1.511 -0.304 -0.81 2.52 -2.19
N 1.462 0.506 0.420 -2.30 0.57 -3.33
O -1.155 -1.336 -2.755 -1.08 2.11 -1.79
O -3.303 1.607 -0.597 1.47 -0.57 0.72
O -1.191 2.166 -1.263 -0.32 -0.54 0.36
H -0.650 -3.903 -2.349 0.20 0.81 0.25
H -0.142 -3.690 -0.654 -1.00 1.08 -0.83
H -1.796 -3.424 -1.289 -3.37 -0.64 1.15
H 2.587 1.959 0.356 2.43 1.67 0.15
H 1.952 1.545 -1.307 0.00 0.91 0.63
H 1.007 2.551 -0.016 0.02 -0.27 -0.50
H 2.297 -0.908 1.691 -0.42 -0.17 -0.39
H 3.244 0.465 1.391 -0.75 0.25 0.34
H 1.756 0.498 2.429 -0.48 1.09 1.36
H -1.695 2.818 -1.804 -0.32 -0.74 0.55
H -1.711 0.077 3.720 -0.68 -0.45 0.83
```
Forces are in eV/Å.

Q: spin multiplicity of number 3 (C7H11N4O3)?
A: 1

Q: Look up the spin multiplicity of the third one.
A: 1